Molecular formula: C15H9Co2O7
Method: DFT, ωB97M-V/def2-TZVPD

* gap between HOMO and LUMO: 5.4 eV
* DFT total energy: -3869.1378 hartree
* energy relative to the best compared isomer or geometry (same formula, charge and spin): 0.836 eV
* HOMO: -0.1080 Eh
* charge: -1
* LUMO level: 0.090 Eh

```
33
C15H9Co2O7 ωB97M-V/def2-TZVPD
O 3.39254 1.34213 -1.02622
C 2.42328 0.92167 -0.56436
Co 0.89677 0.33472 0.17873
C 0.29656 1.90088 0.72220
O -0.11260 2.89967 1.14180
C -0.00610 -0.05804 -1.30318
O -0.53653 -0.21844 -2.31740
C 1.18288 -1.00110 1.39532
C -0.11748 -0.57542 1.35570
C -1.39727 -0.57961 1.77190
C -2.46670 -1.09473 0.95266
C -3.78533 -0.59350 1.10909
C -4.81497 -1.06549 0.30915
C -4.57865 -2.08448 -0.62592
C -3.28510 -2.57894 -0.80243
C -2.23365 -2.05782 -0.05452
Co 1.92492 -2.32602 0.07078
C 3.59675 -1.98651 -0.29794
O 4.71274 -1.82460 -0.55764
C 1.20347 -3.04591 -1.35377
O 0.77402 -3.59042 -2.28207
C 1.98063 -3.65705 1.19020
O 1.98041 -4.53336 1.94719
H 1.79952 -1.00159 2.30483
H -1.66734 -0.05671 2.69051
H -3.94570 0.17434 1.86891
H -5.81958 -0.65986 0.42313
H -5.39509 -2.47728 -1.22959
H -3.09030 -3.37102 -1.52541
H -1.21417 -2.41885 -0.21403
O -2.08302 1.58677 3.55052
H -1.44953 2.27084 3.28396
H -1.94880 1.44342 4.49871
```